Record 1
A structure of composition C38H60N6O3SSn. Source: the OMol25 dataset; level of theory: wB97M-V/def2-TZVPD.

Last column: Mulliken charge in e.
Positions of all 109 atoms, in Å:
Sn -0.731 -0.630 -0.712  1.07
C 2.387 0.523 1.272  -1.27
N 0.944 0.446 1.453  1.13
C 0.622 -0.584 2.428  -1.22
C 0.361 1.723 1.849  -1.33
C 0.440 2.772 0.756  -0.94
N -0.341 2.417 -0.423  1.10
C -1.723 2.889 -0.260  -1.09
C -2.610 2.622 -1.442  -0.45
C -3.072 3.682 -2.204  -0.17
C -3.908 3.487 -3.296  -0.85
C -4.272 2.176 -3.581  0.49
C -3.849 1.073 -2.840  -1.07
C -2.982 1.307 -1.756  1.31
O -2.539 0.312 -0.967  -1.44
C -4.344 -0.334 -3.194  2.50
C -5.294 -0.320 -4.396  -2.46
C -3.170 -1.250 -3.562  -1.14
C -5.119 -0.926 -2.006  -1.83
C -4.382 4.682 -4.121  2.10
C -5.150 5.660 -3.221  -1.69
C -3.165 5.401 -4.721  -1.64
C -5.303 4.267 -5.268  -2.17
C 0.270 2.949 -1.648  -1.33
C 1.543 2.197 -1.975  -0.42
C 2.769 2.895 -1.886  0.07
C 4.044 2.497 -2.169  0.27
C 4.382 1.192 -2.618  -0.07
C 3.716 0.002 -2.603  -0.41
C 2.396 -0.175 -2.025  0.94
O 2.045 -1.226 -1.467  0.07
C 4.406 -1.272 -3.126  2.02
C 4.848 -2.165 -1.955  -1.16
C 5.649 -0.955 -3.961  -2.32
C 3.436 -2.041 -4.037  -1.58
C 5.222 3.479 -2.052  1.83
C 5.847 3.712 -3.436  -1.63
C 4.809 4.842 -1.496  -2.26
C 6.281 2.895 -1.104  -1.54
H 2.895 0.815 2.205  0.36
H 2.647 1.241 0.494  0.25
H 2.763 -0.449 0.956  0.17
H 1.053 -0.366 3.417  0.38
H 1.006 -1.547 2.087  0.24
H -0.460 -0.674 2.534  0.36
H 0.854 2.114 2.755  0.45
H -0.685 1.543 2.109  0.46
H 1.482 2.904 0.462  0.17
H 0.113 3.738 1.171  0.41
H -1.718 3.974 -0.066  0.38
H -2.137 2.399 0.624  0.48
H -2.764 4.685 -1.925  0.37
H -4.927 2.001 -4.420  0.66
H -4.800 0.039 -5.302  0.43
H -6.177 0.297 -4.214  0.49
H -5.635 -1.339 -4.585  0.45
H -2.534 -0.797 -4.325  0.34
H -3.544 -2.202 -3.949  0.60
H -2.557 -1.481 -2.696  -0.36
H -6.004 -0.323 -1.791  0.42
H -4.500 -0.963 -1.112  0.28
H -5.450 -1.940 -2.245  0.45
H -4.529 6.022 -2.400  0.31
H -6.028 5.178 -2.788  0.38
H -5.482 6.527 -3.797  0.46
H -2.490 5.757 -3.940  0.33
H -3.483 6.264 -5.311  0.45
H -2.601 4.728 -5.369  0.36
H -6.202 3.767 -4.902  0.39
H -4.799 3.598 -5.968  0.40
H -5.618 5.154 -5.822  0.44
H 0.488 4.023 -1.548  0.21
H -0.445 2.836 -2.461  0.44
H 2.643 3.926 -1.579  0.24
H 5.396 1.115 -2.987  0.10
H 5.515 -1.617 -1.285  0.28
H 5.392 -3.030 -2.344  0.56
H 3.990 -2.511 -1.382  -0.16
H 6.475 -0.569 -3.359  0.35
H 5.433 -0.239 -4.756  0.39
H 5.997 -1.878 -4.428  0.51
H 2.488 -2.247 -3.547  0.10
H 3.885 -2.992 -4.334  0.49
H 3.230 -1.467 -4.944  0.40
H 5.112 4.130 -4.126  0.35
H 6.235 2.792 -3.875  0.28
H 6.679 4.415 -3.357  0.49
H 4.101 5.355 -2.148  0.37
H 5.695 5.475 -1.412  0.47
H 4.368 4.758 -0.500  0.40
H 6.662 1.936 -1.454  0.28
H 5.862 2.745 -0.106  0.32
H 7.128 3.579 -1.019  0.47
C 3.707 -5.689 -0.905  -1.49
C 2.660 -5.286 -1.874  1.22
N 2.564 -5.704 -3.095  -0.86
N 1.453 -5.071 -3.572  0.32
C 0.846 -4.262 -2.681  0.04
S -0.479 -3.288 -2.939  -0.43
N 1.629 -4.424 -1.573  0.69
N 1.376 -3.793 -0.355  -0.89
H 4.416 -6.337 -1.413  0.31
H 3.283 -6.237 -0.061  0.40
H 4.237 -4.815 -0.523  0.33
H 1.161 -5.188 -4.526  0.19
H 1.701 -2.830 -0.443  0.13
H 1.907 -4.273 0.361  0.26
O 0.131 0.383 -2.324  -0.65
C 1.348 0.845 -2.191  -0.05

Output
Multiplicity: 1
DFT total energy in eV: -72130.6210
Highest occupied orbital energy in eV: -7.329
Energy above the lowest of the compared OMol25 structures with the same formula, charge and spin in eV: 0.2075



Record 2
A cluster of 13 separate species, C38H62BN13O7PS in total. Source: the OMol25 dataset; level of theory: wB97M-V/def2-TZVPD.

Last column: Mulliken charge in e.
Positions of all 123 atoms, in Å:
C -0.960 -0.135 3.534  -1.33
C -0.358 -0.186 2.131  2.33
O -0.364 1.057 1.417  0.09
P -1.801 1.546 0.927  0.86
O -2.690 1.917 2.046  -0.79
C -2.577 0.349 -0.166  -0.74
C -1.617 -0.623 -0.872  0.04
B -2.231 -2.128 -1.086  0.70
N -3.195 -1.946 -2.382  -0.51
C -2.684 -2.166 -3.423  0.39
S -2.048 -2.058 -4.891  -0.46
O -3.128 -2.668 -0.050  -0.77
C -2.329 -3.441 0.798  -0.15
C -1.416 -4.135 -0.224  0.07
C -0.069 -4.631 0.273  -0.37
C 0.585 -3.565 1.126  2.15
C 2.048 -3.786 1.403  -1.05
O 2.894 -3.489 0.283  -0.36
C 2.836 -2.176 -0.084  1.13
C 3.444 -1.161 0.832  -0.75
O 2.308 -1.853 -1.108  -0.49
O -1.212 -3.179 -1.202  -0.41
O -1.527 2.830 0.008  -0.33
C -0.219 3.450 0.096  0.35
C -0.310 4.757 -0.639  -1.51
H -0.282 -0.561 4.255  0.44
H -1.838 -0.765 3.549  0.07
H -1.288 0.850 3.815  0.18
H 0.682 -0.455 2.223  -0.31
H -0.825 -0.983 1.574  -1.90
H -3.373 -0.125 0.392  0.49
H -3.050 0.948 -0.932  0.18
H -1.465 -0.233 -1.878  -0.03
H -0.635 -0.644 -0.419  -0.05
H -1.841 -2.780 1.519  -0.41
H -2.950 -4.079 1.405  0.58
H -2.016 -4.984 -0.565  0.36
H -0.255 -5.557 0.810  0.38
H 0.531 -4.821 -0.604  -0.39
H 0.100 -3.572 2.089  0.02
H 0.382 -2.595 0.694  -1.35
H 2.328 -3.172 2.253  0.38
H 2.215 -4.811 1.690  0.31
H 4.042 -0.495 0.234  0.45
H 4.039 -1.639 1.593  -0.03
H 2.664 -0.576 1.292  -0.03
H 0.505 2.789 -0.353  0.21
H 0.048 3.684 1.111  0.06
H -1.007 5.374 -0.087  0.32
H -0.689 4.617 -1.637  0.37
H 0.656 5.241 -0.649  0.35
C -0.011 -6.388 4.156  -0.94
C 0.515 -5.045 4.336  0.58
N 0.903 -3.973 4.462  -0.48
H 0.648 -6.958 3.505  0.28
H -0.085 -6.887 5.119  0.36
H -1.000 -6.333 3.703  0.26
C 6.700 -2.318 3.475  -0.70
C 6.156 -1.006 3.789  0.39
N 5.720 0.026 4.040  -0.46
H 7.608 -2.208 2.885  0.25
H 6.933 -2.848 4.395  0.30
H 5.972 -2.892 2.906  0.20
C -5.304 -1.253 4.524  -0.64
C -4.517 -2.310 3.919  0.38
N -3.882 -3.117 3.409  -0.38
H -5.577 -1.529 5.540  0.33
H -4.718 -0.340 4.540  0.01
H -6.206 -1.086 3.940  0.28
C 1.424 2.653 4.531  -0.35
C 1.916 3.261 3.311  0.48
N 2.283 3.799 2.367  -0.51
H 0.344 2.597 4.477  -0.24
H 1.828 1.649 4.653  0.26
H 1.702 3.259 5.389  0.42
C 2.239 -5.012 -2.850  -0.01
C 2.159 -6.412 -3.243  0.26
N 2.102 -7.517 -3.550  -0.51
H 1.325 -4.492 -3.136  0.18
H 2.360 -4.935 -1.771  -0.22
H 3.087 -4.537 -3.338  0.34
C -4.111 1.901 -4.430  -0.70
C -2.766 1.677 -3.924  0.40
N -1.714 1.507 -3.507  -0.35
H -4.066 2.343 -5.422  0.35
H -4.653 0.959 -4.486  0.01
H -4.639 2.578 -3.760  0.30
C 6.150 2.678 2.078  -0.34
C 6.659 4.005 2.392  0.14
N 7.066 5.048 2.644  -0.40
H 6.864 2.153 1.446  0.31
H 5.999 2.111 2.992  0.12
H 5.201 2.762 1.552  0.21
C -7.102 -1.962 -3.922  -0.69
C -6.762 -1.262 -5.151  0.37
N -6.448 -0.718 -6.110  -0.44
H -8.181 -2.079 -3.850  0.32
H -6.631 -2.943 -3.917  0.24
H -6.741 -1.397 -3.065  0.23
C 2.920 6.556 -3.314  -0.85
C 1.532 6.294 -3.659  0.38
N 0.442 6.100 -3.949  -0.42
H 3.552 6.366 -4.178  0.31
H 3.028 7.598 -3.022  0.27
H 3.235 5.915 -2.493  0.33
C 0.039 9.301 -6.144  -0.76
C 1.452 9.230 -5.810  0.35
N 2.564 9.141 -5.545  -0.40
H -0.081 9.652 -7.167  0.29
H -0.406 8.313 -6.047  0.27
H -0.465 9.987 -5.467  0.25
C 1.708 -2.644 -6.401  -0.66
C 3.038 -2.862 -5.852  0.40
N 4.088 -3.033 -5.425  -0.48
H 1.788 -2.212 -7.396  0.34
H 1.165 -3.584 -6.459  0.26
H 1.159 -1.962 -5.753  0.17
C -3.340 3.648 4.896  -0.52
C -2.128 3.404 5.659  0.46
N -1.167 3.224 6.261  -0.50
H -3.081 3.964 3.887  0.16
H -3.922 2.736 4.833  0.08
H -3.932 4.421 5.382  0.37

Output
Charge: -1
Multiplicity: 1
DFT total energy in eV: -94919.3540
Highest occupied orbital energy in eV: -5.466



Record 3
A cluster of 8 separate species, C38H62INO22P in total. Source: the OMol25 dataset; level of theory: wB97M-V/def2-TZVPD.

Last column: Mulliken charge in e.
Positions of all 125 atoms, in Å:
C -2.444 5.627 -0.102  -0.90
C -2.907 4.748 -1.265  -0.85
C -2.296 3.328 -1.213  0.10
C -3.373 2.252 -1.120  0.09
C -4.080 2.223 0.231  -1.05
C -3.267 1.491 1.323  0.13
C -4.124 0.590 2.240  -1.63
C -3.815 -0.916 2.146  0.65
C -4.765 -1.705 1.222  -1.27
C -4.072 -1.866 -0.126  1.37
C -4.930 -2.244 -1.352  -1.35
C -4.798 -1.200 -2.477  -0.44
C -3.753 -1.453 -3.554  -0.78
N -2.394 -1.630 -3.009  0.54
C -1.366 -0.930 -3.323  -0.51
C -0.215 -1.173 -2.390  0.19
P 0.546 0.396 -1.727  0.38
O 1.473 -0.051 -0.465  -0.25
I 2.224 0.910 -3.437  -0.19
C -0.992 -1.922 -1.229  -0.95
C -1.906 -2.726 -2.123  -1.19
H -2.753 5.207 0.857  0.21
H -1.364 5.724 -0.125  0.07
H -2.866 6.629 -0.180  0.44
H -3.997 4.715 -1.285  0.37
H -2.569 5.234 -2.180  0.44
H -1.743 3.168 -2.141  0.41
H -1.608 3.262 -0.370  -0.25
H -4.109 2.439 -1.910  0.61
H -2.957 1.257 -1.337  -0.93
H -4.293 3.242 0.553  0.54
H -5.029 1.692 0.123  0.50
H -2.765 2.215 1.963  0.69
H -2.467 0.924 0.841  -0.32
H -3.972 0.893 3.275  0.37
H -5.177 0.743 2.005  0.66
H -3.749 -1.386 3.125  0.19
H -2.818 -1.002 1.708  -0.22
H -4.920 -2.680 1.683  0.13
H -5.731 -1.210 1.124  0.48
H -3.587 -0.912 -0.349  -0.99
H -3.276 -2.599 0.017  0.26
H -4.717 -3.251 -1.713  0.37
H -5.976 -2.250 -1.047  0.53
H -4.657 -0.219 -2.026  0.11
H -5.747 -1.160 -3.013  0.44
H -3.702 -0.549 -4.160  0.39
H -4.017 -2.280 -4.208  0.36
H -1.360 -0.175 -4.100  0.60
H 0.467 -1.927 -2.804  0.42
H 1.131 -0.804 0.033  0.25
H -1.532 -1.123 -0.718  0.36
H -0.366 -2.521 -0.576  0.49
H -1.284 -3.357 -2.763  0.54
H -2.653 -3.371 -1.681  0.41
C 4.999 0.383 -0.548  0.06
C 5.509 -0.303 -1.803  -0.17
O 6.927 -0.200 -1.650  -0.39
C 7.202 -0.060 -0.329  0.72
O 8.286 -0.132 0.146  -0.55
O 6.065 0.150 0.374  -0.39
H 4.073 -0.039 -0.168  0.08
H 4.875 1.460 -0.680  0.08
H 5.239 -1.361 -1.844  0.25
H 5.191 0.181 -2.721  0.24
C -1.363 -1.491 5.498  -0.29
C -0.823 -2.487 4.491  -0.24
O -0.819 -1.713 3.282  -0.32
C -0.772 -0.403 3.614  0.59
O -0.618 0.477 2.826  -0.41
O -0.949 -0.235 4.937  -0.37
H -0.949 -1.613 6.495  0.35
H -2.452 -1.505 5.554  0.19
H 0.201 -2.793 4.714  0.34
H -1.448 -3.368 4.372  0.20
C -6.706 -5.700 4.805  -0.35
C -6.989 -4.273 5.233  -0.29
O -5.703 -3.655 5.085  -0.30
C -4.988 -4.372 4.192  0.67
O -3.947 -4.025 3.730  -0.49
O -5.613 -5.528 3.892  -0.33
H -7.543 -6.179 4.305  0.29
H -6.374 -6.328 5.633  0.27
H -7.696 -3.771 4.572  0.25
H -7.333 -4.186 6.259  0.28
C 7.411 -3.120 1.954  0.19
C 8.462 -3.756 1.068  -0.29
O 8.448 -5.116 1.518  -0.35
C 7.244 -5.371 2.081  0.65
O 6.854 -6.445 2.395  -0.51
O 6.539 -4.221 2.233  -0.34
H 6.865 -2.318 1.465  -0.16
H 7.824 -2.749 2.892  0.24
H 8.190 -3.732 0.012  0.27
H 9.450 -3.322 1.189  0.32
C 1.333 -0.998 -7.647  -0.41
C 0.509 -0.583 -6.446  0.09
O -0.497 -1.602 -6.391  -0.27
C -0.011 -2.712 -7.017  0.58
O -0.531 -3.775 -6.978  -0.51
O 1.140 -2.420 -7.657  -0.34
H 2.390 -0.763 -7.553  0.32
H 0.953 -0.583 -8.580  0.27
H 1.066 -0.620 -5.508  -0.24
H 0.045 0.396 -6.550  0.46
C 1.644 3.181 1.445  0.26
C 2.975 3.816 1.094  -0.07
O 2.671 4.502 -0.129  -0.32
C 1.342 4.733 -0.165  0.63
O 0.801 5.415 -0.976  -0.56
O 0.705 4.079 0.837  -0.30
H 1.478 3.100 2.515  0.35
H 1.528 2.197 0.989  -0.28
H 3.300 4.545 1.835  0.18
H 3.767 3.098 0.937  0.14
C 6.476 6.873 0.708  -0.31
C 7.521 6.282 -0.218  -0.34
O 7.536 4.906 0.186  -0.32
C 6.353 4.620 0.761  0.65
O 5.989 3.523 1.052  -0.48
O 5.632 5.742 0.966  -0.31
H 5.900 7.677 0.259  0.30
H 6.899 7.215 1.653  0.25
H 7.227 6.334 -1.267  0.25
H 8.507 6.720 -0.098  0.30

Output
Charge: +1
Multiplicity: 1
DFT total energy in eV: -104331.1445
Highest occupied orbital energy in eV: -11.971